Entry 1:
Here is a molecular structure, C49H41CdN2O2P2S3Te from OMol25. Energies are from ωB97M-V with the def2-TZVPD basis set.

Cartesian coordinates (Å):
Cd1 -0.46166 -0.58330 0.27642
S1 0.36439 -2.78452 -1.19435
P1 0.22848 -1.17438 -2.41688
C1 0.30540 0.30597 -1.58076
P2 1.80730 1.08983 -1.39047
S2 3.42338 0.15351 -0.67222
C2 2.24481 1.86250 -2.99791
C3 3.50723 1.73714 -3.55740
C4 3.79473 2.33934 -4.77715
C5 2.82695 3.07984 -5.43507
C6 1.55998 3.21291 -4.87615
C7 1.27022 2.60283 -3.66821
C8 1.50496 2.59007 -0.39008
C9 0.21596 3.05672 -0.16267
C10 0.01847 4.24678 0.52798
C11 1.10220 4.98433 0.97708
C12 2.39277 4.52159 0.74817
C13 2.59181 3.32811 0.07531
C14 -1.42329 -1.30258 -3.18822
C15 -1.74760 -2.39644 -3.98619
C16 -3.01087 -2.50904 -4.53921
C17 -3.97183 -1.53690 -4.28323
C18 -3.65777 -0.45092 -3.48207
C19 -2.38189 -0.32632 -2.94400
C20 1.34320 -1.20615 -3.84471
C21 2.55881 -1.87610 -3.77433
C22 3.45166 -1.80564 -4.83507
C23 3.12949 -1.07208 -5.96658
C24 1.91437 -0.40270 -6.04041
C25 1.02423 -0.46843 -4.98249
H1 4.25358 1.15399 -3.03197
H2 4.78016 2.22210 -5.21261
H3 3.05448 3.55000 -6.38452
H4 0.79660 3.78756 -5.38728
H5 0.27909 2.67610 -3.23533
H6 -0.62985 2.47836 -0.51167
H7 -0.99196 4.59442 0.70803
H8 0.94613 5.91641 1.50766
H9 3.24439 5.08985 1.10319
H10 3.59184 2.94278 -0.08646
H11 -1.00892 -3.17002 -4.16458
H12 -3.25410 -3.36131 -5.16192
H13 -4.96528 -1.63268 -4.70433
H14 -4.40159 0.30516 -3.26404
H15 -2.11805 0.52362 -2.32472
H16 2.80314 -2.43219 -2.87758
H17 4.40152 -2.32190 -4.77182
H18 3.82988 -1.01341 -6.79110
H19 1.66703 0.18342 -6.91645
H20 0.07960 0.05981 -5.03387
C26 -5.95355 4.72625 5.03844
C27 -5.22066 3.72970 4.18553
C28 -5.37162 2.36143 4.38831
C29 -4.69329 1.44214 3.60271
C30 -3.85077 1.88835 2.59681
C31 -3.69036 3.24779 2.37622
C32 -4.37289 4.15767 3.16699
S3 -2.97255 0.69771 1.60717
O1 -2.56619 1.44254 0.42055
O2 -3.88522 -0.39999 1.41256
N1 -1.70308 0.12095 2.35075
C33 -0.60661 0.86731 2.71278
C34 -0.62023 2.03534 3.48116
C35 0.58404 2.64774 3.76212
C36 1.77506 2.08856 3.31304
C37 1.70818 0.92438 2.57341
N2 0.55006 0.32529 2.28649
H21 -6.60321 4.22737 5.75699
H22 -6.57101 5.38983 4.43080
H23 -5.25674 5.35342 5.59798
H24 -6.03467 2.00996 5.17027
H25 -4.82216 0.37879 3.75537
H26 -3.03877 3.57966 1.57938
H27 -4.24555 5.21885 2.98415
H28 -1.55492 2.44962 3.82849
H29 0.59643 3.57197 4.32754
H30 2.73050 2.55556 3.50286
H31 2.59450 0.45865 2.15959
Te1 -0.20209 -2.88753 2.76629
C38 -0.46885 -4.93968 2.37879
C39 -1.19985 -5.73592 3.25433
C40 -1.39873 -7.08253 2.97511
C41 -0.85667 -7.64110 1.82843
C42 -0.12533 -6.84967 0.95318
C43 0.06146 -5.50194 1.21989
C44 1.90298 -2.99511 2.78460
C45 2.54289 -3.63115 3.84724
C46 3.92701 -3.70507 3.88447
C47 4.68009 -3.12626 2.86977
C48 4.04493 -2.48580 1.81843
C49 2.65678 -2.42705 1.76714
H32 -1.61310 -5.30530 4.15802
H33 -1.97317 -7.69348 3.66076
H34 -1.00557 -8.69208 1.61350
H35 0.29114 -7.27796 0.05002
H36 0.60995 -4.88186 0.52085
H37 1.95683 -4.06804 4.64687
H38 4.41541 -4.20589 4.71172
H39 5.76178 -3.17421 2.90289
H40 4.61184 -2.02078 1.02142
H41 2.19198 -1.93643 0.92004

- E_LUMO: 0.0821 Ha
- Max |F|: 0.65 eV/Å
- HOMO-LUMO gap: 6.591 eV
- Net charge: -1
- E_tot: -121498.310 eV
- Relative energy (zero: lowest compared OMol25 entry of this formula, charge and spin): 11.4 kcal/mol
- HOMO energy: -4.357 eV

---

Entry 2:
Here is a molecular structure, C49H41F6N3O7PS2TeY at a distorted geometry from OMol25. Energies are from ωB97M-V with the def2-TZVPD basis set.

Cartesian coordinates (Å):
Y1 1.47478 0.28104 0.61167
O1 4.34160 -5.09850 -1.38064
C1 3.77948 -4.10440 -0.99860
C2 2.58190 -3.44392 -1.66302
O2 2.05797 -3.81056 -2.70435
C3 2.24358 -2.30952 -0.81253
C4 3.14368 -2.20628 0.25949
O3 3.01523 -1.24975 1.10414
C5 4.13495 -3.27661 0.23236
O4 5.05624 -3.49191 0.99111
O5 1.29154 -1.45638 -0.95733
O6 -1.09582 1.12759 -1.48007
N1 0.24873 1.29455 -1.22911
F1 1.22031 6.56212 4.44004
C6 0.17148 5.94899 3.87648
F2 -0.54250 5.37096 4.85310
F3 -0.61219 6.91991 3.34244
C7 0.57698 4.95622 2.82308
C8 1.89398 4.84435 2.40508
C9 2.19313 3.88535 1.44826
N2 1.27403 3.09571 0.90189
C10 0.01130 3.22576 1.29816
C11 -0.38777 4.13581 2.26254
H1 2.68259 5.44056 2.83888
H2 3.21754 3.71487 1.14311
H3 -0.71128 2.54304 0.86321
H4 -1.41989 4.16853 2.58193
F4 -1.38263 -1.35357 0.72418
C12 -0.57471 -0.62603 1.58723
F5 -0.31019 -1.53478 2.59041
F6 -1.48387 0.25765 2.16127
C13 -7.34410 2.68305 -4.02646
C14 -5.94048 2.19287 -3.83654
C15 -5.48075 1.06147 -4.48785
C16 -4.18820 0.57954 -4.28861
C17 -3.77293 -0.63573 -5.06415
C18 -3.35031 1.24469 -3.38695
Te1 -1.38420 0.45197 -3.31561
N3 0.89020 1.15931 -2.36483
C19 2.21412 0.90233 -2.31123
O7 2.90575 0.90398 -1.26814
C20 2.75016 0.46501 -3.62179
C21 2.22756 0.92813 -4.82701
C22 2.71325 0.42559 -6.02242
C23 3.70152 -0.54716 -6.01577
C24 4.22493 -1.00729 -4.81629
C25 3.76494 -0.49084 -3.61707
C26 -1.68504 -1.48899 -2.67619
C27 -0.84666 -2.43813 -3.27226
C28 0.16099 -2.12285 -4.33463
C29 -0.95897 -3.75866 -2.85154
C30 -1.86788 -4.12693 -1.87323
C31 -1.91464 -5.53533 -1.36677
C32 -2.69341 -3.15278 -1.31466
C33 -2.62194 -1.82046 -1.68687
C34 -3.53308 -0.82955 -1.02679
C35 -3.75947 2.43299 -2.76369
C36 -2.91559 3.29004 -1.86821
C37 -5.05992 2.86887 -3.00381
H5 -7.79659 2.25027 -4.91722
H6 -7.37689 3.76841 -4.11727
H7 -7.96290 2.40738 -3.17062
H8 -6.13227 0.53995 -5.17943
H9 -4.44858 -0.76507 -5.90911
H10 -3.80187 -1.53931 -4.45542
H11 -2.76255 -0.56935 -5.48217
H12 1.44694 1.67847 -4.81312
H13 2.31731 0.78986 -6.96214
H14 4.06483 -0.95044 -6.95221
H15 4.98441 -1.77745 -4.81394
H16 4.15294 -0.84043 -2.67040
H17 0.64423 -1.15518 -4.20907
H18 -0.29181 -2.14813 -5.33110
H19 0.96391 -2.85748 -4.27512
H20 -0.27172 -4.48947 -3.25714
H21 -1.57772 -6.24224 -2.12370
H22 -2.92182 -5.81012 -1.05217
H23 -1.25762 -5.64066 -0.50127
H24 -3.38719 -3.43165 -0.53012
H25 -3.90934 -1.25490 -0.09887
H26 -4.38246 -0.57920 -1.66649
H27 -3.01553 0.09080 -0.76376
H28 -1.92164 3.48444 -2.27420
H29 -2.77074 2.83338 -0.89278
H30 -3.41200 4.25106 -1.73477
H31 -5.38915 3.78329 -2.52367
S1 3.24768 2.59723 6.03977
P1 2.49804 1.01939 5.14152
S2 2.02886 1.26010 3.17425
C38 3.56625 -0.43257 5.36999
C39 3.91724 -0.79494 6.66840
C40 4.71613 -1.89856 6.88931
C41 5.19000 -2.64436 5.81416
C42 4.85757 -2.27994 4.52071
C43 4.03868 -1.17795 4.30137
C44 0.92051 0.50893 5.90590
C45 0.35588 -0.71014 5.54581
C46 -0.86789 -1.09083 6.06303
C47 -1.53695 -0.25556 6.94883
C48 -0.97307 0.95598 7.31534
C49 0.25496 1.33660 6.79690
H32 3.56939 -0.20323 7.50759
H33 4.98256 -2.17572 7.90206
H34 5.82625 -3.50342 5.98854
H35 5.22776 -2.82733 3.66226
H36 3.78760 -0.90617 3.28645
H37 0.86253 -1.35405 4.83954
H38 -1.30485 -2.03313 5.75957
H39 -2.49899 -0.55103 7.34970
H40 -1.49006 1.61023 8.00645
H41 0.71369 2.27832 7.07470

- E_LUMO (alpha / beta): 0.0390 / 0.0345 Ha
- Max |F|: 1.44 eV/Å
- HOMO-LUMO gap (alpha / beta): 6.062 / 5.936 eV
- Net charge: -1
- 2S+1: 2
- E_tot: -125886.858 eV
- Relative energy (zero: lowest compared OMol25 entry of this formula, charge and spin): 0.0 kcal/mol
- HOMO energy (alpha / beta): -5.000 / -4.998 eV